# 1
# C21H30F3IN2O9S

A 4-piece molecular cluster, C21H30F3IN2O9S overall (ωB97M-V/def2-TZVPD, the OMol25 dataset).

```
! RIJCOSX wB97M-V def2-TZVPD def2/J DEFGRID3
* xyz 0 1
F 0.801 3.539 -2.116
C 0.386 2.194 -2.392
F 1.327 1.211 -1.980
F 0.212 2.083 -3.816
C -1.074 2.020 -1.728
C -1.222 0.682 -0.835
C -0.447 0.776 0.579
C 0.234 2.044 1.132
C 0.913 1.958 2.572
C 0.933 0.697 3.460
I 1.829 0.684 5.437
C 0.250 -0.607 2.903
N 0.174 -1.869 3.628
S -0.708 -2.865 2.517
N -1.033 -1.832 1.173
C -0.439 -0.546 1.456
H -1.824 1.891 -2.599
H -1.411 2.950 -1.160
H -2.346 0.626 -0.553
H -0.975 -0.270 -1.418
H 0.231 3.003 0.519
H 1.384 2.912 2.989
C 8.113 4.936 -1.625
C 6.924 5.529 -0.892
O 5.694 5.256 -1.575
C 5.248 3.992 -1.482
O 5.774 3.090 -0.875
O 4.113 3.897 -2.201
C 3.591 2.571 -2.275
H 8.138 5.286 -2.661
H 9.047 5.214 -1.132
H 8.058 3.846 -1.661
H 7.028 6.617 -0.861
H 6.870 5.181 0.144
H 3.437 2.149 -1.280
H 4.260 1.939 -2.863
H 2.633 2.618 -2.780
C -3.213 -2.804 5.847
C -3.715 -2.305 4.505
O -5.145 -2.364 4.424
C -5.804 -1.430 5.128
O -5.309 -0.557 5.800
O -7.125 -1.646 4.973
C -7.943 -0.785 5.762
H -3.589 -3.810 6.047
H -2.121 -2.821 5.868
H -3.558 -2.168 6.665
H -3.331 -2.956 3.715
H -3.361 -1.292 4.289
H -7.712 0.265 5.572
H -7.819 -1.020 6.821
H -8.983 -0.965 5.486
C -1.205 -5.736 -5.485
C -1.789 -4.344 -5.638
O -1.610 -3.565 -4.448
C -0.361 -3.123 -4.227
O 0.600 -3.311 -4.932
O -0.359 -2.445 -3.063
C 0.937 -2.013 -2.652
H -1.625 -6.235 -4.608
H -1.412 -6.340 -6.371
H -0.122 -5.703 -5.342
H -2.867 -4.423 -5.799
H -1.372 -3.821 -6.503
H 1.421 -1.418 -3.430
H 1.552 -2.876 -2.388
H 0.819 -1.389 -1.765
*
```

* E: -70754.7502 eV
* Kohn-Sham gap: 7.1108 eV

=====

# 2
# C11H13N2O2

An isolated ion of composition C11H13N2O2 and charge +1 (ωB97M-V/def2-TZVPD, the OMol25 dataset).

```
! RIJCOSX wB97M-V def2-TZVPD def2/J DEFGRID3
* xyz 1 1
C -4.764 1.038 -0.017
C -3.511 1.530 -0.292
C -4.626 -0.238 0.654
C -3.458 -0.950 0.721
C -2.343 0.793 -0.264
C 1.200 0.747 0.195
C -0.309 -0.981 -1.180
C -1.048 -1.120 0.085
C -0.094 0.276 -0.383
C 4.144 0.934 -0.251
C 3.473 0.134 0.803
N -2.334 -0.512 0.131
N -1.075 1.263 -0.482
O 1.409 1.923 0.429
O 2.106 -0.153 0.417
H -5.623 1.601 -0.038
H -3.422 2.472 -0.691
H -5.458 -0.776 1.025
H -3.524 -1.848 1.318
H 0.477 -1.785 -1.405
H -0.929 -0.942 -2.103
H -0.578 -1.675 0.895
H 5.126 0.415 -0.403
H 3.548 0.673 -1.178
H 4.185 1.972 0.016
H 3.496 0.451 1.775
H 3.949 -0.818 0.932
H -0.861 2.208 -0.578
*
```

* energy relative to the best compared isomer or geometry (same formula, charge and spin): 39.6 kJ/mol
* E: -18684.7372 eV
* Kohn-Sham gap: 8.7946 eV

=====

# 3
# C6H6N

An isolated ion of composition C6H6N and charge +1 (ωB97M-V/def2-TZVPD, the OMol25 dataset).

```
! RIJCOSX wB97M-V def2-TZVPD def2/J DEFGRID3
* xyz 1 1
C 2.968 -1.152 0.923
C 2.524 -2.181 0.071
C 0.091 -0.441 0.737
C -1.371 1.381 0.097
C 1.740 -0.992 0.261
C -2.458 1.075 -0.790
N -0.423 0.545 0.272
H 3.762 -0.756 1.566
H 2.703 -3.008 -0.527
H -1.346 2.416 0.538
H -2.134 0.263 -1.304
H -2.618 1.912 -1.578
H -3.439 0.938 -0.267
*
```

* energy relative to the best compared isomer or geometry (same formula, charge and spin): 392.8 kJ/mol
* E: -7795.6715 eV
* Kohn-Sham gap (alpha / beta): 8.1013 / 8.1020 eV

=====

# 4
# C5H6O2S

A single C5H6O2S molecule (ωB97M-V/def2-TZVPD, the OMol25 dataset).

```
! RIJCOSX wB97M-V def2-TZVPD def2/J DEFGRID3
* xyz 0 1
C -0.208 1.669 0.129
C 0.700 0.432 -0.178
C 0.879 0.129 -1.637
C 0.021 -0.752 -0.682
C -0.704 -0.905 1.471
H -0.077 2.079 1.071
H 1.777 -0.517 -1.983
H 0.305 0.682 -2.260
H 0.436 -1.710 -0.513
H -1.639 -0.361 1.849
H -0.604 -1.992 1.754
O -0.824 2.253 -0.688
O -1.161 -0.800 0.160
S 1.099 -0.207 1.508
*
```

* energy relative to the best compared isomer or geometry (same formula, charge and spin): 513.5 kJ/mol
* E: -20206.8841 eV
* Kohn-Sham gap: 9.4395 eV

=====

Number 1: maximum force 0.118 hartree/bohr. Number 2: maximum force 0.109 hartree/bohr. Number 3: maximum force 0.120 hartree/bohr. Number 4: maximum force 0.091 hartree/bohr.